Entry 1:
12
Properties=species:S:1:pos:R:3:forces:R:3:mulliken_charge:R:1 method="wB97M-V/def2-TZVPD" e_above_lowest_kj_mol=165.1 spin_multiplicity=1 smiles="CC#CCC=O"
C 0.03593 2.46302 -0.31866 -0.04 0.02 -0.02 -1.19
C -0.21879 1.05515 -0.02024 -0.17 0.46 -0.19 0.71
C -0.55247 -0.07739 0.17939 0.09 -0.36 0.14 -0.36
C -0.59852 -1.51489 0.43779 0.03 0.05 0.07 -0.42
C 0.71245 -2.08024 -0.05088 0.25 -0.38 0.23 -0.02
O 1.37887 -2.81211 0.63312 0.06 0.16 -0.46 -0.47
H -0.05119 3.07359 0.58388 0.02 -0.05 -0.11 0.30
H -0.70364 2.80781 -1.04568 0.11 0.09 0.07 0.27
H 1.03282 2.61303 -0.74419 -0.14 -0.06 0.08 0.29
H -1.40238 -2.04243 -0.09133 -0.04 0.25 0.11 0.28
H -0.64687 -1.73484 1.50765 -0.23 0.01 -0.14 0.25
H 1.01381 -1.75069 -1.07084 0.07 -0.18 0.21 0.35



Entry 2:
12
Properties=species:S:1:pos:R:3:forces:R:3:mulliken_charge:R:1 method="wB97M-V/def2-TZVPD" e_above_lowest_kj_mol=235.7 spin_multiplicity=1 smiles="C#CCCC=O"
O 1.31710 1.51272 -1.80733 -0.40 0.69 1.63 -0.49
C 0.98556 1.72764 -0.66168 -0.85 -1.66 1.39 0.15
C 0.41800 0.69757 0.37318 0.19 -0.21 -0.54 -0.61
C -0.48952 -0.23672 -0.39363 -0.09 -0.31 -0.26 -0.69
C -0.77290 -1.49712 0.27281 -0.15 -0.55 0.24 -0.50
C -0.98759 -2.54308 0.82519 0.04 0.30 -0.13 0.18
H 0.93860 2.58435 -0.00415 1.00 2.11 -1.15 0.30
H -0.11186 1.15450 1.24484 0.47 0.16 -0.89 0.35
H 1.29081 0.19444 0.81349 -0.13 -0.16 -0.22 0.34
H -1.42622 0.28766 -0.62444 0.13 -0.16 0.01 0.28
H 0.02162 -0.40890 -1.34402 -0.24 -0.28 -0.05 0.29
H -1.18360 -3.47306 1.30576 0.02 0.08 -0.03 0.41



Entry 3:
12
Properties=species:S:1:pos:R:3:forces:R:3:mulliken_charge:R:1 method="wB97M-V/def2-TZVPD" e_above_lowest_kj_mol=452.2 spin_multiplicity=1
C -1.36431 0.70979 -0.18854 0.04 0.02 -0.03 -1.32
C -0.67122 -0.53761 0.28591 -0.20 0.12 0.18 0.22
O -0.03059 -1.35362 -0.68535 -0.07 -0.14 -0.21 -0.43
C 0.78765 -0.76110 0.30095 0.04 -0.16 0.14 0.05
C 1.69611 1.32896 0.41639 0.17 -0.45 -0.48 -0.38
C 1.81225 0.21502 -0.24104 -0.07 0.56 0.37 -0.33
H -0.71414 1.32672 -0.81022 -0.08 -0.11 0.06 0.39
H -1.69462 1.30482 0.66906 0.08 -0.09 -0.09 0.31
H -2.25021 0.43244 -0.76867 0.10 0.01 0.07 0.34
H -1.23565 -1.12440 1.01294 0.10 0.09 -0.05 0.39
H 1.18437 -1.44641 1.05033 -0.03 0.03 -0.19 0.42
H 2.48037 -0.09460 -1.04176 -0.08 0.11 0.23 0.34



Entry 4:
12
Properties=species:S:1:pos:R:3:forces:R:3:mulliken_charge:R:1 method="wB97M-V/def2-TZVPD" e_above_lowest_kj_mol=564.1 spin_multiplicity=1
C 1.43996 -0.12011 -0.59448 -1.11 -0.47 0.17 -0.71
C 0.38673 -0.92272 -0.21200 0.71 0.75 0.00 -0.21
C 0.13691 0.41544 1.27277 2.39 1.15 0.44 -0.65
C -1.11097 0.61593 0.54610 -1.15 -0.49 -0.64 0.15
O -1.11261 0.91316 -0.88803 0.31 -0.08 0.23 -0.45
C -1.03819 -0.44415 -0.44055 -0.52 0.00 -0.31 -0.09
H 1.28412 0.74564 -1.23855 -0.10 -0.20 0.37 0.32
H 2.45990 -0.39513 -0.34774 -0.16 0.05 0.13 0.29
H 0.54817 -1.89267 0.25541 -0.04 0.29 -0.08 0.36
H 0.85848 1.30883 1.29312 -0.79 -1.11 -0.14 0.17
H -2.01293 0.89372 1.09395 0.21 0.00 -0.16 0.41
H -1.83956 -1.11793 -0.73999 0.25 0.13 -0.01 0.42



| no. | LUMO (eV) | gap between HOMO and LUMO (eV) | E_HOMO (eV) |
| --- | --- | --- | --- |
| 1 | 0.9 | 10.49 | -9.60 |
| 2 | 0.8 | 10.49 | -9.72 |
| 3 | -0.3 | 10.21 | -10.53 |
| 4 | 0.3 | 8.55 | -8.25 |